The following is a DFT calculation (wB97M-V/def2-TZVPD) of a molecular structure, C17H22CoN4O4S2Si in a non-equilibrium geometry.

Positions of all 51 atoms, in Å:
1 Co -0.7925 0.2080 0.2947
2 N -2.7864 3.2936 2.8911
3 C -2.0119 2.3765 2.1975
4 S -2.0226 2.5178 0.4809
5 N -1.4112 1.5056 2.9469
6 N -0.6856 0.5273 2.3065
7 C -0.0816 -0.2687 3.1208
8 C 0.7725 -1.3809 2.8018
9 C 1.3311 -2.0870 3.8795
10 C 2.1591 -3.1716 3.7055
11 C 2.4442 -3.5946 2.3995
12 C 1.9173 -2.9358 1.3182
13 C 1.0744 -1.7940 1.4598
14 O 0.6400 -1.1932 0.4187
15 H -2.9485 4.1538 2.3981
16 H -2.5448 3.3759 3.8670
17 H -0.2344 -0.0692 4.1828
18 H 1.0902 -1.7507 4.8842
19 H 2.5777 -3.6919 4.5581
20 H 3.0880 -4.4532 2.2413
21 H 2.1255 -3.2580 0.3053
22 C -3.8426 -1.2669 -1.6245
23 Si -2.7326 -1.0626 -0.0510
24 C -4.0865 -0.6621 1.2687
25 C -2.3417 -2.9226 0.3057
26 H -4.6580 -1.9642 -1.4073
27 H -3.2662 -1.6715 -2.4617
28 H -4.2834 -0.3190 -1.9463
29 H -4.9134 -1.3804 1.2374
30 H -4.4984 0.3375 1.0995
31 H -3.6678 -0.6704 2.2801
32 H -3.2536 -3.5296 0.2949
33 H -1.8499 -3.0538 1.2747
34 H -1.6616 -3.3106 -0.4583
35 N 0.9582 1.6682 -0.3737
36 C 1.6449 1.7539 -1.6244
37 C 3.0055 2.0394 -1.6899
38 C 3.6401 2.1446 -2.9188
39 C 2.9199 1.9789 -4.0898
40 C 1.5674 1.6845 -4.0331
41 C 0.9331 1.5618 -2.8050
42 S 3.7758 2.1606 -5.6626
43 O 4.4079 3.4755 -5.5687
44 O 2.7289 2.0735 -6.6756
45 O 4.7305 1.0556 -5.6910
46 H 1.6033 1.7320 0.4024
47 H 0.2655 2.4094 -0.2774
48 H 3.5655 2.1827 -0.7710
49 H 4.6951 2.3778 -2.9908
50 H 1.0349 1.5533 -4.9663
51 H -0.1212 1.3146 -2.7342

ΔE to the lowest compared entry with this formula, charge and spin (kcal/mol): 1.1
LUMO level (alpha / beta) (eV): 4.52 / 4.48
Orbital gap (alpha / beta) (eV): 6.27 / 7.09
HOMO energy (alpha / beta) (eV): -1.8 / -2.6
2S+1: 4
Expectation value of S²: 3.76
Net charge: -2